1.
Molecular formula: C7H3ClF3NO2
Method: DFT, wB97M-V/def2-TZVPD

F_max (eV Å⁻¹): 4.43
Gap between HOMO and LUMO (eV): 8.91
Energy relative to the best compared isomer or geometry (same formula, charge and spin) (eV): 0.984

```
! wB97M-V def2-TZVPD RIJCOSX def2/J DEFGRID3
* xyz 0 1
C 0.88817 0.01230 -0.87507
C 0.15954 1.02371 1.34667
C 1.06122 0.41109 0.53651
C -0.27476 -0.57183 -0.92051
C -1.32879 -1.17752 -0.61098
C 0.35071 0.28555 2.56487
C -0.63289 0.40975 3.63343
N 1.27428 -0.64904 2.46117
O 1.72411 -1.46073 3.21353
O 1.80355 -0.48515 1.19708
F -1.21217 1.63798 3.60190
F -1.66724 -0.44843 3.46327
F -0.13297 0.17428 4.89095
Cl -2.91613 -0.27998 -0.89037
H 1.61908 0.08568 -1.66130
H -0.59563 1.90326 1.24649
H -1.42985 -2.06883 -0.12859
*
```

Mulliken population analysis, charges in e, atoms 1 to 6: atom 1 (C): -0.682, atom 2 (C): -0.188, atom 3 (C): 0.101, atom 4 (C): 0.075, atom 5 (C): -0.193, atom 6 (C): -0.062



2.
Molecular formula: C9H19N4O5P2S3
Method: DFT, wB97M-V/def2-TZVPD

SMILES: COC[N@+](CCCSC(=S)n1ccnc1)(P(=N)(O)O)P(O)(O)=S
F_max (eV Å⁻¹): 6.66
Gap between HOMO and LUMO (eV): 7.53
Energy relative to the best compared isomer or geometry (same formula, charge and spin) (eV): 0.000

```
! wB97M-V def2-TZVPD RIJCOSX def2/J DEFGRID3
* xyz 1 1
C -2.75769 2.57039 0.22168
O -2.46117 1.16318 0.13610
C -1.53264 0.91447 -0.89135
N -1.09098 -0.54263 -0.92327
C -0.15455 -0.87821 0.24643
C -0.86996 -1.07770 1.62111
C 0.27332 -1.38992 2.68973
S 1.07005 0.18349 3.29285
C 2.81620 0.16857 2.71395
S 3.89830 -0.94329 3.23183
N 3.16570 1.18785 1.74275
C 3.63734 0.87019 0.46709
C 3.85093 2.14452 -0.17410
N 3.50212 3.16159 0.73164
C 3.11593 2.57451 1.87334
P 0.02094 -0.62098 -2.37611
N -0.59737 -0.02677 -3.66713
O 0.49516 -2.17629 -2.69754
O 1.35205 0.29597 -2.00977
P -2.45846 -1.67720 -1.09196
O -1.92151 -3.24901 -1.11963
O -3.54318 -1.56583 0.13413
S -3.48368 -1.42989 -2.72740
H -3.85167 2.71637 0.40516
H -2.52224 3.12436 -0.72906
H -2.19807 3.05337 1.06429
H -0.60866 1.53601 -0.73504
H -2.00311 1.23035 -1.86169
H 0.42058 -1.82709 0.04035
H 0.62831 -0.08034 0.39369
H -1.54073 -1.97533 1.63717
H -1.41270 -0.18610 2.01167
H 1.05850 -2.04654 2.22674
H -0.16710 -1.87515 3.59269
H 3.80612 -0.15971 0.10075
H 4.23331 2.25297 -1.20560
H 2.79566 3.12010 2.78845
H -0.58385 -0.76251 -4.38251
H 0.44969 -2.76431 -1.91706
H 1.99273 0.21905 -2.74512
H -2.37324 -3.68631 -1.87497
H -4.45039 -1.54622 -0.23427
*
```

Mulliken population analysis, charges in e, atoms 1 to 6: atom 1 (C): -0.766, atom 2 (O): -0.285, atom 3 (C): -1.044, atom 4 (N): 0.542, atom 5 (C): -0.706, atom 6 (C): -0.458



3.
Molecular formula: H4O2P3
Method: DFT, wB97M-V/def2-TZVPD

F_max (eV Å⁻¹): 3.32
Gap between HOMO and LUMO (eV): 7.54
Energy relative to the best compared isomer or geometry (same formula, charge and spin) (eV): 2.319

```
! wB97M-V def2-TZVPD RIJCOSX def2/J DEFGRID3
* xyz -1 1
O -1.12854 -2.69126 -1.95719
O 1.53668 0.03295 1.32340
P 0.79661 1.11725 0.55211
P -1.34087 -0.43547 0.11365
P -0.47610 -1.39763 -1.65066
H 1.60794 2.20782 0.37648
H 0.64244 1.01114 -0.81174
H -0.01309 1.90723 1.33713
H -1.62508 -1.75205 0.71681
*
```

Mulliken population analysis, charges in e, atoms 1 to 6: atom 1 (O): -0.440, atom 2 (O): -0.647, atom 3 (P): 0.252, atom 4 (P): -0.309, atom 5 (P): 0.042, atom 6 (H): 0.001



4.
Molecular formula: C24H45BrMnP2
Method: DFT, wB97M-V/def2-TZVPD

F_max (eV Å⁻¹): 3.21
Gap between HOMO and LUMO (alpha / beta) (eV): 6.14 / 5.71

```
! wB97M-V def2-TZVPD RIJCOSX def2/J DEFGRID3
* xyz 2 4
Mn 1.25206 -0.46120 -0.66815
C -0.34719 -1.32387 2.32431
C 0.97557 -1.23452 1.71346
C 0.56115 0.71852 2.86838
C -0.58967 -0.12507 3.00751
C 1.54457 0.02995 2.13807
C -1.22292 -2.50063 2.31400
H -1.04645 -3.12299 1.42282
H -2.28893 -2.21961 2.35618
H -1.02651 -3.14070 3.19071
C -1.74111 0.18168 3.87412
H -2.56653 -0.51880 3.71250
H -2.13551 1.19180 3.71040
H -1.44290 0.11818 4.93181
C 0.70403 2.04652 3.48588
H 1.19253 1.96176 4.46937
H -0.27323 2.52016 3.63707
H 1.31647 2.70457 2.85174
C 2.96508 0.42219 2.01074
H 3.59384 -0.04591 2.78768
H 3.07568 1.51024 2.12558
H 3.38155 0.11863 1.03373
C 1.77699 -2.46483 1.51481
H 1.99839 -2.95120 2.47798
H 2.72147 -2.23276 1.00746
H 1.22791 -3.17773 0.88200
C -0.13298 -0.71173 -2.17149
C 0.13896 -1.92559 -1.38695
C 1.09254 -2.98559 -1.91077
C 2.61608 -2.67374 -1.76352
C 2.93862 -1.24343 -1.30171
C 2.61675 -0.09981 -2.15899
C 2.00259 -0.29614 -3.52775
C 0.46202 -0.56614 -3.54367
H 0.84879 -3.17943 -2.96345
H 3.14133 -2.84358 -2.72304
H 0.87873 -3.91838 -1.36265
H 0.22335 -1.47163 -4.12570
H -1.15347 -0.30297 -2.04637
H -0.67739 -2.29332 -0.75223
H -0.06239 0.23590 -4.08279
H 2.18159 0.61545 -4.12759
H 3.28587 0.77643 -2.06555
H 2.52336 -1.12741 -4.04206
H 3.06134 -3.37444 -1.03037
H 3.81021 -1.13877 -0.63033
P -3.31028 -0.26355 -0.18216
C -4.47886 -0.25694 1.19410
H -5.45960 -0.48916 0.75667
H -4.49973 0.73012 1.68449
H -4.20071 -1.02605 1.93670
C -4.00267 0.83919 -1.44339
H -5.04820 0.54279 -1.60481
H -3.43710 0.74502 -2.38525
H -3.95527 1.88432 -1.10379
C -3.37966 -1.93182 -0.89888
H -2.68727 -2.00783 -1.75337
H -4.41687 -2.09301 -1.22855
H -3.09985 -2.68082 -0.13964
P 0.46596 2.94829 -0.62686
C 2.25919 2.93289 -0.41559
H 2.66247 3.63341 -1.16378
H 2.72356 1.94235 -0.56405
H 2.53287 3.30647 0.58490
C 0.00408 2.73502 -2.35375
H 0.57848 1.92539 -2.83387
H 0.20997 3.68393 -2.86399
H -1.06429 2.49678 -2.44913
C -0.05645 4.58161 -0.10094
H 0.52196 5.30303 -0.69950
H 0.17976 4.70280 0.96776
H -1.13174 4.71603 -0.27066
Br -1.31200 1.61967 0.49416
*
```

Mulliken population analysis, charges in e, atoms 1 to 6: atom 1 (Mn): -0.351, atom 2 (C): -0.039, atom 3 (C): 1.554, atom 4 (C): 0.732, atom 5 (C): 0.146, atom 6 (C): 1.209



Which value of F_max does entry 2 give?
6.66 eV Å⁻¹



Among the records above, which one has the highest F_max?
C9H19N4O5P2S3



Please write out number 3 again, unchanged.
Molecular formula: H4O2P3
Method: DFT, wB97M-V/def2-TZVPD

F_max (eV Å⁻¹): 3.32
Gap between HOMO and LUMO (eV): 7.54
Energy relative to the best compared isomer or geometry (same formula, charge and spin) (eV): 2.319

```
! wB97M-V def2-TZVPD RIJCOSX def2/J DEFGRID3
* xyz -1 1
O -1.12854 -2.69126 -1.95719
O 1.53668 0.03295 1.32340
P 0.79661 1.11725 0.55211
P -1.34087 -0.43547 0.11365
P -0.47610 -1.39763 -1.65066
H 1.60794 2.20782 0.37648
H 0.64244 1.01114 -0.81174
H -0.01309 1.90723 1.33713
H -1.62508 -1.75205 0.71681
*
```

Mulliken population analysis, charges in e, atoms 1 to 6: atom 1 (O): -0.440, atom 2 (O): -0.647, atom 3 (P): 0.252, atom 4 (P): -0.309, atom 5 (P): 0.042, atom 6 (H): 0.001



Which of these has the lowest F_max?
C24H45BrMnP2